(1)
A cluster of 18 separate species, C66H162N22O18 in total. Source: OMol25; level of theory: ωB97M-V with the def2-TZVPD basis set.

```
268
C66H162N22O18, DFT ωB97M-V with the def2-TZVPD basis set
O -0.263 -2.965 4.129
O -4.500 -1.188 2.597
O 2.814 -1.939 -5.705
O 3.514 2.008 -7.069
O -5.329 -7.949 1.028
O -3.876 3.619 -6.146
O 1.542 -5.839 -1.232
O -1.637 -1.415 -1.351
O -0.926 3.296 2.916
O -4.097 4.338 -0.372
O -0.430 4.927 0.737
O 3.507 -2.354 4.939
O 3.094 1.193 4.943
O 6.481 1.650 1.395
O -4.510 -1.565 -0.128
O -2.525 0.507 -4.327
O -5.082 5.617 3.369
O -1.681 5.295 -2.061
N -1.297 -1.429 -4.225
N -3.254 5.358 -4.764
N 4.279 2.507 3.458
N -3.944 3.815 2.542
N 2.557 -6.955 0.489
N -4.637 -1.819 -2.403
N -4.802 -7.340 2.189
N 0.376 -7.296 0.114
N -1.670 -1.195 3.947
N -5.499 4.393 -0.582
N 2.895 3.245 -6.676
N 4.648 -3.096 4.510
N -6.274 -2.634 -1.103
N 4.447 0.247 3.384
N 6.057 0.681 0.458
N 0.333 -0.878 4.864
N -1.812 -0.409 -6.221
N -2.767 3.259 -4.178
N -2.975 5.034 4.109
N 1.323 3.281 3.179
N -0.743 -0.777 -0.429
N 0.123 2.029 4.561
C 3.557 -5.258 4.375
C -5.407 -7.892 3.398
C 2.743 -1.079 -4.563
C -4.231 -5.901 4.625
C -5.716 -5.012 1.831
C 6.748 -5.106 3.950
C 5.606 -4.837 2.982
C -3.681 -5.411 3.271
C 4.908 0.288 -1.663
C 5.090 4.183 -6.179
C -5.965 2.696 -2.417
C -5.692 6.068 -2.483
C 0.368 -1.677 0.006
C -5.968 5.760 -0.986
C 7.053 -3.844 4.740
C -4.134 4.897 3.352
C -1.834 1.580 -0.563
C 0.186 1.261 0.580
C -8.208 4.624 -1.443
C 4.327 -4.206 3.584
C 1.467 0.556 0.840
C -0.864 6.247 1.062
C -5.825 1.962 0.001
C 5.991 -0.737 -1.978
C 2.984 5.296 -5.316
C -5.093 -1.939 -1.113
C 7.013 -1.239 1.772
C 5.480 1.360 -0.741
C -4.273 0.156 2.980
C -4.451 -5.928 2.014
C 1.483 -6.625 -0.292
C -0.530 -1.808 4.354
C -0.245 -2.906 0.712
C 0.888 2.859 -8.102
C 6.127 -1.733 5.889
C -3.486 -5.820 0.807
C 5.804 -3.218 5.474
C -5.170 -9.438 3.373
C 0.134 1.103 -1.937
C 3.471 -3.699 2.384
C -3.308 4.064 -5.164
C -4.518 -7.409 4.578
C 4.356 2.341 -0.363
C 1.360 -2.124 -1.124
C -5.390 6.787 0.007
C -0.604 6.034 -2.641
C 3.883 1.289 3.977
C 1.471 5.269 -5.183
C 0.875 4.650 -6.403
C 6.489 2.192 -1.539
C -6.193 3.120 -0.965
C 0.068 2.897 3.511
C -7.711 3.344 -0.815
C 1.393 3.202 -6.691
C 8.384 0.061 0.076
C 5.520 -4.065 6.771
C -7.538 5.839 -0.833
C -0.572 0.687 -0.635
C 6.991 -0.470 0.415
C 3.674 3.935 -5.624
C -6.944 -7.577 3.684
C 1.258 -0.929 1.100
C -1.889 -0.401 -4.865
C 6.559 -1.408 -0.716
C 3.810 3.127 -4.311
C 0.777 2.177 -5.724
H 0.891 -2.079 -2.116
H -0.701 7.100 -2.394
H 7.321 2.046 1.121
H 7.091 1.570 -2.201
H 9.142 -0.720 0.108
H 7.434 -1.998 -1.002
H 1.008 1.951 5.061
H 0.562 -3.561 1.052
H -7.285 -8.192 4.516
H 5.034 4.649 -7.168
H 2.968 -2.886 5.543
H 6.128 -3.621 7.564
H -4.792 1.624 -0.080
H -8.164 2.494 -1.335
H 8.703 0.803 0.819
H -0.488 -7.188 -0.390
H -6.649 -2.964 -1.973
H -3.479 -5.702 5.399
H -2.951 5.832 4.722
H -4.948 2.904 -2.755
H -2.772 2.263 -4.371
H 4.887 2.437 2.650
H -0.772 -2.600 1.613
H -2.643 -5.759 3.180
H 6.075 -1.777 1.960
H -2.362 -1.690 3.396
H 2.245 -1.401 0.984
H 1.178 2.265 -4.710
H 1.719 -3.143 -0.951
H 5.267 -5.777 2.505
H -6.428 -5.434 1.100
H -4.970 0.843 2.499
H 2.105 2.700 3.441
H 1.145 5.270 -7.273
H 2.617 -4.825 4.753
H 4.469 -3.999 7.073
H 5.635 4.857 -5.512
H 0.079 0.097 4.927
H 1.094 6.287 -5.022
H -4.560 3.632 1.757
H -0.310 2.311 -5.694
H -6.068 5.266 -3.118
H 3.426 5.648 -4.372
H -3.677 -4.315 3.222
H -2.342 0.314 -6.677
H 2.059 1.011 1.639
H -1.296 -1.478 -3.211
H -3.669 6.066 -5.346
H -7.087 -6.535 3.986
H -5.821 7.776 -0.181
H -4.430 -1.235 1.632
H 4.058 -0.189 -1.150
H -8.035 4.644 -2.531
H 5.753 -5.135 6.687
H 1.831 -1.253 -3.983
H 2.854 3.129 -3.780
H 3.894 2.067 0.585
H -2.522 -6.297 1.007
H -0.699 5.938 -3.721
H 1.000 1.151 -6.037
H 3.268 6.023 -6.080
H -6.168 -4.821 2.814
H 8.367 0.444 -0.952
H -5.160 -5.376 4.888
H -1.550 2.570 -0.939
H -7.846 6.769 -1.340
H 0.329 2.337 0.408
H 2.899 -4.542 1.979
H -0.899 -3.483 0.054
H -2.953 5.548 -3.825
H 1.194 4.727 -4.271
H 2.246 -1.478 -1.135
H 5.949 2.869 -2.195
H 1.327 -1.039 4.853
H 7.192 -0.543 2.593
H -5.494 -9.848 4.340
H -5.688 -9.948 2.561
H 4.060 2.081 -4.541
H -1.896 -0.244 4.190
H -5.614 6.464 1.029
H -3.769 -1.343 -2.589
H 5.120 0.398 2.644
H -7.836 5.960 0.216
H -5.403 -4.021 1.481
H -3.080 3.299 2.467
H -6.186 7.008 -2.743
H 3.585 -1.252 -3.883
H 1.100 1.815 -8.360
H -6.271 -7.725 0.931
H -6.659 3.202 -3.102
H 2.791 -2.907 2.685
H 2.522 -7.794 1.041
H 0.904 -1.157 2.120
H -7.582 -7.804 2.817
H -3.948 -6.247 -0.080
H -3.566 -7.948 4.503
H 4.104 -3.273 1.598
H -2.217 4.385 3.947
H 6.502 -5.959 4.591
H -4.106 -9.636 3.243
H 6.789 -0.273 -2.577
H -2.150 1.720 0.473
H 6.441 -1.199 4.983
H -1.153 6.730 0.133
H -0.586 1.203 -2.763
H 7.469 -3.085 4.054
H 4.493 0.788 -2.553
H 2.799 -0.047 -4.937
H -5.973 2.293 1.038
H 2.104 0.637 -0.060
H -4.973 -7.747 5.518
H 4.611 3.533 -3.680
H 2.167 -2.633 -5.573
H 0.361 5.653 -2.300
H -2.644 1.204 -1.208
H -0.223 4.579 -6.304
H 3.219 -6.073 3.730
H 5.622 3.231 -6.247
H 5.579 -1.535 -2.597
H 7.633 -5.427 3.390
H 3.681 2.119 -8.011
H 4.473 -0.590 3.948
H 0.556 2.100 -1.745
H 1.434 3.808 2.326
H -4.301 6.860 -0.018
H -6.037 1.601 -2.493
H -0.602 4.346 1.508
H -3.302 -4.759 0.591
H 3.419 -6.524 0.199
H 0.936 0.409 -2.227
H 0.392 -7.809 0.977
H -1.750 6.212 1.710
H 4.133 -5.626 5.232
H -6.509 1.116 -0.144
H -1.212 -1.033 -6.725
H -0.808 -2.146 -4.731
H -4.639 6.168 -2.718
H 5.242 -1.267 6.341
H 5.956 -4.229 2.141
H -0.049 6.813 1.529
H -2.038 3.654 -3.606
H -2.441 -1.581 -0.830
H 4.725 3.366 -0.339
H 7.819 -4.023 5.504
H -0.687 2.012 5.164
H -0.196 3.018 -8.128
H -5.184 -2.116 -3.195
H 5.828 -2.114 -0.305
H 7.825 -1.974 1.775
H 7.076 2.834 -0.857
H -3.659 4.272 -1.236
H -1.359 4.952 -1.211
H -7.981 3.294 0.251
H 1.349 3.515 -8.849
H -0.480 1.159 1.451
H 3.565 2.286 -1.118
H 6.954 -1.660 6.599
H 4.256 3.309 4.075
H -6.641 -2.861 -0.179
H -3.260 0.478 2.685
H -4.397 0.205 4.073
H -9.298 4.677 -1.334
```

Computed properties:
- total charge = 0
- E_tot (eV) = -140709.21458
- E_LUMO (eV) = 0.21
- HOMO level (eV) = -7.6

Mulliken population analysis, charges in e, atoms 1 to 2:
1. O -0.554
2. O -0.594

(2)
A structure of composition C3H6N2OS. Source: OMol25; level of theory: ωB97M-V with the def2-TZVPD basis set.

```
13
C3H6N2OS, DFT ωB97M-V with the def2-TZVPD basis set
S -2.422 -0.546 -0.372
O 0.039 1.698 -0.295
N 3.284 -0.677 -0.202
N 1.133 -0.237 0.455
C 2.249 0.043 -0.378
C -1.320 0.154 0.829
C -0.031 0.552 0.241
H -1.230 -0.807 1.569
H 3.161 -1.529 0.549
H 2.093 0.940 -0.958
H -1.879 1.067 1.418
H -1.334 -1.445 -1.342
H 1.308 -1.179 1.155
```

Computed properties:
- total charge = 0
- E_tot (eV) = -19068.10732
- E_LUMO (eV) = -0.07
- HOMO level (eV) = -9.4
- energy above the lowest of the compared OMol25 structures with the same formula, charge and spin (kcal/mol) = 93.6

Mulliken population analysis, charges in e, atoms 1 to 2:
1. S -0.231
2. O -0.587